1.
The following is a quantum chemistry calculation of a cluster of 13 separate species, C27H80N4O13 in total at a distorted geometry, from the Open Molecules 2025 dataset.

ORCA input file:
```
! wB97M-V def2-TZVPD RIJCOSX def2/J DEFGRID3
* xyz 0 1
C 4.031 2.053 -2.038
O 2.930 2.240 -1.268
H 4.315 1.034 -2.068
H 4.862 2.550 -1.527
H 3.690 2.559 -2.935
H 2.594 3.171 -1.447
C -3.565 4.303 1.628
O -2.853 3.135 2.079
H -4.196 4.002 0.868
H -2.968 5.061 1.073
H -3.900 4.729 2.548
H -2.721 2.718 1.241
C -0.148 4.277 0.615
O 1.173 4.450 0.698
H -0.550 4.700 -0.284
H -0.668 4.719 1.451
H -0.280 3.204 0.581
H 1.380 4.347 -0.213
C 2.769 1.256 1.987
O 3.928 1.896 1.503
H 2.788 0.269 1.786
H 1.878 1.685 1.526
H 2.550 1.472 3.089
H 3.807 1.861 0.525
C 0.033 0.277 0.041
O -1.252 0.400 0.506
N 0.525 1.023 -0.899
N 0.872 -0.525 0.521
H -0.003 1.797 -1.426
H 1.532 1.050 -1.271
H 0.588 -1.247 1.202
H 1.794 -0.584 0.169
C -2.487 2.791 -1.602
O -1.174 2.777 -1.940
N -3.387 3.295 -2.325
N -2.944 2.203 -0.579
H -2.967 3.525 -3.322
H -4.252 3.873 -2.033
H -2.222 1.638 -0.101
H -3.959 1.942 -0.417
C -0.980 0.512 -5.125
C 0.109 1.408 -4.555
C 1.318 1.119 -5.396
O 0.061 2.622 -4.707
H -1.184 0.855 -6.164
H -1.873 0.630 -4.572
H -0.827 -0.571 -5.003
H 0.144 1.166 -3.503
H 1.331 1.457 -6.421
H 1.338 0.023 -5.444
H 2.322 1.418 -5.017
H 0.815 3.038 -4.348
C -1.359 -3.466 1.367
C 0.116 -3.796 1.299
C 0.581 -3.865 -0.111
O 0.794 -2.924 1.965
H -1.528 -2.602 0.673
H -1.647 -3.192 2.419
H -2.005 -4.137 0.930
H 0.154 -4.780 1.782
H 0.482 -2.756 -0.519
H 0.051 -4.402 -0.783
H 1.701 -3.981 -0.144
H 0.754 -3.097 2.874
C 1.928 -1.100 -2.742
C 3.170 -1.555 -1.879
C 4.393 -1.571 -2.800
O 3.326 -0.969 -0.811
H 0.998 -1.239 -2.231
H 1.906 -1.596 -3.699
H 2.040 0.042 -2.792
H 2.964 -2.624 -1.599
H 4.331 -2.393 -3.522
H 5.239 -1.852 -2.275
H 4.668 -0.632 -3.289
H 3.886 -1.487 -0.219
C -1.784 -1.748 -2.205
C -3.122 -1.059 -2.299
C -4.112 -1.926 -3.146
O -3.591 -0.680 -1.212
H -0.994 -1.123 -1.821
H -1.361 -2.118 -3.111
H -2.021 -2.519 -1.501
H -2.956 -0.105 -2.814
H -3.713 -2.015 -4.108
H -5.049 -1.425 -3.164
H -4.203 -2.971 -2.781
H -2.989 0.038 -0.969
C -5.051 -0.901 4.289
C -4.754 -0.051 3.052
C -3.641 -0.537 2.106
O -5.662 0.229 2.262
H -4.119 -0.947 4.847
H -5.173 -1.872 3.923
H -5.849 -0.504 4.885
H -4.376 0.917 3.494
H -3.823 -1.426 1.467
H -2.821 -0.820 2.785
H -3.189 0.185 1.447
H -6.427 0.481 2.818
C -1.654 0.379 5.193
C -0.983 0.820 3.858
C -0.158 2.184 4.109
O -0.211 -0.022 3.351
H -2.056 -0.679 5.372
H -2.567 0.985 5.356
H -0.924 0.389 6.011
H -1.772 1.130 3.185
H -0.882 2.867 4.548
H 0.274 2.520 3.181
H 0.609 2.053 4.901
H -0.354 0.163 2.416
C 4.262 -4.300 1.892
C 5.023 -3.039 1.864
C 6.208 -2.938 0.925
O 4.357 -2.053 1.398
H 3.501 -4.420 2.689
H 4.996 -5.082 1.988
H 3.591 -4.337 0.987
H 5.286 -2.819 2.924
H 6.008 -2.667 -0.129
H 6.841 -3.852 0.955
H 6.767 -2.081 1.238
H 3.564 -1.930 1.961
*
```

## Properties
- energy above the lowest of the compared OMol25 structures with the same formula, charge and spin (eV) = 10.885
- E_HOMO (eV) = -8.69

Mulliken atomic charge list, values in e, 4 entries:
1 C -0.36
2 O -0.27
3 H -0.15
4 H 0.23

=====

2.
The following is a quantum chemistry calculation of a cluster of 9 separate species, C34H91N13O14 in total at a distorted geometry, from the Open Molecules 2025 dataset.

ORCA input file:
```
! wB97M-V def2-TZVPD RIJCOSX def2/J DEFGRID3
* xyz 0 1
C -10.778 2.834 -4.015
O -10.656 3.413 -5.267
C -10.143 2.496 -6.228
C -9.448 3.339 -7.314
N -8.028 3.650 -6.995
C -7.788 4.693 -5.950
C -6.273 4.871 -5.552
O -5.967 6.276 -5.465
C -5.450 6.784 -6.641
H -11.316 1.890 -4.091
H -11.297 3.429 -3.263
H -9.822 2.618 -3.538
H -10.820 1.834 -6.769
H -9.379 1.807 -5.867
H -9.853 4.338 -7.474
H -9.520 2.810 -8.265
H -7.551 3.830 -7.867
H -8.328 4.496 -5.025
H -8.211 5.636 -6.298
H -5.595 4.248 -6.136
H -6.160 4.527 -4.524
H -5.172 7.834 -6.551
H -6.111 6.742 -7.508
H -4.573 6.185 -6.885
C -4.199 4.655 6.966
O -3.356 5.178 6.016
C -2.201 4.409 5.605
C -1.112 4.573 6.695
N 0.029 3.721 6.403
C 1.192 3.933 7.263
C 1.903 5.332 7.204
O 2.107 5.669 5.787
C 3.051 4.946 4.994
H -4.976 5.378 7.214
H -3.707 4.478 7.923
H -4.661 3.722 6.645
H -1.790 4.865 4.704
H -2.412 3.392 5.277
H -1.435 4.339 7.710
H -0.916 5.640 6.795
H 0.384 3.831 5.464
H 1.991 3.265 6.940
H 1.063 3.734 8.326
H 2.800 5.477 7.807
H 1.255 6.098 7.631
H 3.947 4.878 5.611
H 3.352 5.483 4.094
H 2.555 3.983 4.867
C 0.964 1.117 -0.334
O 0.527 -0.199 -0.189
C 1.504 -1.183 -0.040
C 2.027 -1.223 1.439
N 2.802 -2.413 1.653
C 4.183 -2.324 1.098
C 5.037 -1.089 1.353
O 4.963 -0.504 2.669
C 5.276 -1.432 3.786
H 0.139 1.794 -0.554
H 1.576 1.183 -1.234
H 1.536 1.456 0.530
H 2.262 -0.995 -0.801
H 1.133 -2.205 -0.119
H 1.107 -1.347 2.009
H 2.563 -0.324 1.744
H 2.776 -2.636 2.638
H 4.122 -2.505 0.024
H 4.783 -3.154 1.469
H 4.672 -0.298 0.698
H 6.055 -1.338 1.056
H 4.523 -2.196 3.975
H 5.271 -0.831 4.695
H 6.329 -1.714 3.770
C -6.265 0.437 -1.811
O -6.392 -0.591 -2.867
C -5.800 -0.120 -4.041
C -5.774 -1.281 -4.958
N -5.532 -0.908 -6.360
C -4.126 -0.595 -6.573
C -3.778 -0.379 -8.019
O -2.422 -0.338 -8.202
C -1.922 -0.339 -9.549
H -6.867 1.268 -2.181
H -5.255 0.803 -1.625
H -6.641 0.004 -0.884
H -4.786 0.203 -3.807
H -6.463 0.669 -4.399
H -6.704 -1.817 -4.770
H -4.980 -1.955 -4.635
H -6.005 -0.024 -6.481
H -3.540 -1.471 -6.295
H -3.754 0.239 -5.978
H -4.315 0.455 -8.472
H -4.093 -1.228 -8.625
H -1.969 0.653 -9.998
H -2.617 -0.838 -10.224
H -0.888 -0.666 -9.665
C 8.155 -6.298 -1.227
O 7.214 -6.238 -2.292
C 6.411 -7.336 -2.628
C 5.245 -6.900 -3.515
N 5.608 -5.836 -4.529
C 4.291 -5.308 -5.004
C 4.503 -4.111 -5.934
O 5.141 -3.054 -5.109
C 5.102 -1.817 -5.807
H 9.090 -6.812 -1.448
H 7.644 -6.722 -0.362
H 8.459 -5.267 -1.044
H 5.982 -7.857 -1.772
H 7.104 -8.078 -3.024
H 4.355 -6.606 -2.958
H 4.863 -7.747 -4.085
H 5.971 -5.037 -4.030
H 3.568 -4.941 -4.275
H 3.858 -6.163 -5.524
H 3.593 -3.669 -6.340
H 5.077 -4.295 -6.842
H 5.938 -1.184 -5.510
H 4.145 -1.294 -5.797
H 5.254 -1.904 -6.883
N -1.572 -3.637 9.406
C -0.666 -2.869 8.755
N -1.212 -1.713 8.653
O 0.470 -3.123 8.381
H -1.200 -4.515 9.740
H -2.444 -3.332 9.815
H -0.908 -0.952 8.063
H -2.209 -1.669 8.810
N 8.807 -3.941 11.297
C 8.507 -4.558 12.406
N 7.538 -5.435 12.119
O 9.030 -4.271 13.437
H 8.278 -4.152 10.463
H 9.626 -3.353 11.235
H 7.039 -5.987 12.802
H 7.543 -5.704 11.146
N -0.045 8.248 -2.486
C 1.020 8.696 -3.039
N 1.863 9.064 -2.074
O 1.328 8.483 -4.175
H -0.218 8.399 -1.503
H -0.803 8.008 -3.109
H 1.430 9.391 -1.222
H 2.627 9.636 -2.402
N 3.942 -7.502 6.138
C 5.141 -7.968 6.264
N 5.272 -8.957 5.525
O 5.919 -7.599 7.117
H 3.219 -7.818 5.507
H 3.627 -6.805 6.798
H 6.147 -9.458 5.452
H 4.472 -9.513 5.258
*
```

## Properties
- SMILES = COCCNCCOC.COCCNCCOC.COCCNCCOC.COCCNCCOC.COCCNCCOC.NC(N)=O.NC(N)=O.NC(N)=O.NC(N)=O
- energy above the lowest of the compared OMol25 structures with the same formula, charge and spin (eV) = 7.231
- E_HOMO (eV) = -8.67

Mulliken atomic charge list, values in e, 4 entries:
1 C -0.63
2 O -0.33
3 C -0.38
4 C -0.84

=====

3.
The following is a quantum chemistry calculation of a structure of composition C4H7BrCl3HfO at a distorted geometry, from the Open Molecules 2025 dataset.

ORCA input file:
```
! wB97M-V def2-TZVPD RIJCOSX def2/J DEFGRID3
* xyz 3 1
Hf 4.111 6.296 1.359
Br 2.882 3.121 -0.293
C -2.075 2.886 -1.208
Cl -2.729 4.205 -0.236
Cl -1.450 3.543 -2.672
Cl -3.347 1.757 -1.523
H -1.209 2.507 -0.664
C 0.979 -1.452 1.167
C -0.207 -2.258 0.694
O -1.333 -1.957 1.026
C 0.135 -3.432 -0.177
H 1.318 -0.915 0.280
H 1.741 -2.180 1.446
H 0.603 -0.838 1.985
H 1.148 -3.801 -0.014
H -0.057 -3.203 -1.226
H -0.511 -4.278 0.056
*
```

## Properties
- E_HOMO (eV) = -18.76

natural (NBO) atomic charge list, values in e, 4 entries:
1 Hf 1.60
2 Br -0.37
3 C -0.37
4 Cl 0.27

=====

4.
The following is a quantum chemistry calculation of a cluster of 2 separate species, C6H13NO in total at a distorted geometry, from the Open Molecules 2025 dataset.

ORCA input file:
```
! wB97M-V def2-TZVPD RIJCOSX def2/J DEFGRID3
* xyz 0 1
C 2.179 -1.765 -0.638
N 0.739 -1.795 -0.559
C 0.101 -0.585 -0.712
C -1.121 -0.416 -0.166
C -2.576 0.469 -0.274
C -1.468 0.987 0.453
C -0.678 2.229 0.035
H 2.576 -1.143 0.145
H 2.636 -2.707 -0.404
H 2.560 -1.400 -1.601
H 0.284 -2.617 -0.918
H 0.290 -0.049 -1.651
H -1.398 -1.254 0.464
H -2.806 0.800 -1.293
H -1.690 0.886 1.514
H -0.390 2.130 -1.003
H 0.188 2.334 0.688
H -1.360 3.070 0.149
H 0.947 0.212 1.194
H 0.036 0.268 2.428
O 0.950 0.347 2.150
*
```

## Properties
- energy above the lowest of the compared OMol25 structures with the same formula, charge and spin (eV) = 6.524
- E_HOMO (eV) = -7.36

natural (NBO) atomic charge list, values in e, 4 entries:
1 C -0.42
2 N -0.64
3 C 0.05
4 C -0.28

=====

5.
The following is a quantum chemistry calculation of an isolated molecule of C2H7N3OS at a distorted geometry, from the Open Molecules 2025 dataset.

ORCA input file:
```
! wB97M-V def2-TZVPD RIJCOSX def2/J DEFGRID3
* xyz 0 1
H -1.548 -1.355 1.145
N -0.853 -1.675 0.405
C -0.053 -0.816 -0.158
N 0.429 -1.197 -1.465
O 1.840 -0.882 -1.733
N 0.124 0.506 0.254
C -0.261 0.809 1.566
S 0.340 1.858 -0.718
H 0.377 -2.186 -1.539
H 1.810 -0.043 -2.288
H -1.462 0.561 1.917
H 0.483 0.097 2.232
H -0.311 2.093 1.635
H -0.914 2.229 -1.253
*
```

## Properties
- SMILES = [H]/N=C(/NO)N(C)S
- energy above the lowest of the compared OMol25 structures with the same formula, charge and spin (eV) = 3.456
- E_HOMO (eV) = -9.46

natural (NBO) atomic charge list, values in e, 4 entries:
1 H 0.37
2 N -0.73
3 C 0.55
4 N -0.34

=====

6.
The following is a quantum chemistry calculation of an isolated molecule of C6H9N3 at a distorted geometry, from the Open Molecules 2025 dataset.

ORCA input file:
```
! wB97M-V def2-TZVPD RIJCOSX def2/J DEFGRID3
* xyz 0 1
C 0.866 0.944 -0.871
C 1.686 -0.285 -0.373
C 1.058 -0.933 0.725
C -0.297 -1.141 0.823
C -2.199 0.623 -0.026
C -1.105 1.523 0.739
H 1.597 1.578 -1.424
H -0.013 0.530 -1.532
H 1.677 -1.167 -1.281
H 2.633 -0.002 -0.031
H 1.854 -1.051 1.485
H -0.869 -1.013 1.885
H -1.242 -2.356 -0.397
H -3.250 1.050 -0.038
H 0.779 1.937 1.047
N -0.949 -1.244 -0.534
N -2.356 -0.568 -0.465
N 0.129 1.575 0.269
*
```

## Properties
- energy above the lowest of the compared OMol25 structures with the same formula, charge and spin (eV) = 6.650
- E_HOMO (eV) = -8.34

natural (NBO) atomic charge list, values in e, 4 entries:
1 C -0.26
2 C -0.45
3 C -0.24
4 C -0.08

=====

7.
The following is a quantum chemistry calculation of an isolated molecule of C3H8N2O2 at a distorted geometry, from the Open Molecules 2025 dataset.

ORCA input file:
```
! wB97M-V def2-TZVPD RIJCOSX def2/J DEFGRID3
* xyz 0 1
H -0.162 -2.846 -0.605
N 0.016 -1.927 -0.059
C -0.819 -1.718 0.850
N -0.773 -0.356 1.279
O 0.323 0.276 0.893
C 0.032 1.455 0.107
C 0.856 1.217 -1.211
O 0.565 0.007 -1.846
H -1.704 -2.181 1.400
H -0.923 -0.134 2.203
H -1.043 1.456 0.024
H 0.307 2.354 0.670
H 0.754 2.135 -1.715
H 1.850 1.036 -0.768
H 0.722 -0.773 -1.222
*
```

## Properties
- SMILES = [H]/N=C/NOCCO
- energy above the lowest of the compared OMol25 structures with the same formula, charge and spin (eV) = 4.521
- E_HOMO (eV) = -9.21

natural (NBO) atomic charge list, values in e, 4 entries:
1 H 0.36
2 N -0.72
3 C 0.26
4 N -0.32

=====

8.
The following is a quantum chemistry calculation of an isolated molecule of C6H4O at a distorted geometry, from the Open Molecules 2025 dataset.

ORCA input file:
```
! wB97M-V def2-TZVPD RIJCOSX def2/J DEFGRID3
* xyz 0 1
C 3.034 -0.662 0.458
C 1.939 -0.805 0.978
C 1.212 0.506 0.853
O 1.615 1.525 1.360
C 0.036 0.404 0.039
C -1.068 0.173 -0.379
C -2.419 -0.154 -0.794
H 3.964 -0.262 0.134
H -2.815 0.588 -1.491
H -3.053 -0.169 0.099
H -2.445 -1.144 -1.257
*
```

## Properties
- SMILES = C#CC(=O)C#CC
- energy above the lowest of the compared OMol25 structures with the same formula, charge and spin (eV) = 3.719
- E_HOMO (eV) = -10.06

natural (NBO) atomic charge list, values in e, 4 entries:
1 C -0.06
2 C -0.17
3 C 0.48
4 O -0.51

=====

9.
The following is a quantum chemistry calculation of the ion C5H10N with charge +1 at a distorted geometry, from the Open Molecules 2025 dataset.

ORCA input file:
```
! wB97M-V def2-TZVPD RIJCOSX def2/J DEFGRID3
* xyz 1 1
C 1.548 -0.312 -0.092
C 0.068 0.067 -0.571
C -0.688 0.650 0.598
C -0.133 -1.405 -0.904
C -1.584 1.779 0.453
N 1.014 -1.708 -0.087
H 2.201 -0.358 -0.993
H 2.019 0.161 0.762
H -0.006 0.755 -1.441
H -0.716 0.065 1.488
H -1.082 -1.880 -0.921
H -1.879 2.133 -0.523
H -0.905 2.536 0.734
H -2.424 1.853 1.055
H 1.681 -2.366 -0.465
H 0.885 -1.971 0.907
*
```

## Properties
- energy above the lowest of the compared OMol25 structures with the same formula, charge and spin (eV) = 4.786
- E_HOMO (alpha / beta) (eV) = -14.02 / -12.05

natural (NBO) atomic charge list, values in e, 4 entries:
1 C -0.21
2 C -0.34
3 C -0.02
4 C 0.04

=====

10.
The following is a quantum chemistry calculation of a structure of composition C31H53LiN7O3Si3, from the Open Molecules 2025 dataset.

ORCA input file:
```
! wB97M-V def2-TZVPD RIJCOSX def2/J DEFGRID3
* xyz -1 1
Li -0.116 1.001 0.587
C 1.572 -1.063 2.921
O 0.822 0.071 2.517
Si -0.299 0.918 3.449
C 0.395 0.977 5.212
C -1.798 -0.222 3.580
C -0.491 2.435 2.496
Si 0.951 3.549 2.567
C 1.297 4.351 0.886
C 2.601 2.748 3.088
C 0.833 5.000 3.791
Si -2.074 3.308 2.715
C -3.591 2.332 2.148
C -2.179 4.918 1.725
C -2.464 3.786 4.512
H 1.603 -1.163 4.012
H 2.597 -0.965 2.555
H 1.156 -1.974 2.484
H 0.275 0.029 5.747
H -0.107 1.758 5.795
H 1.464 1.222 5.185
H -1.485 -1.188 3.997
H -2.234 -0.404 2.589
H -2.581 0.185 4.230
H 1.769 3.633 0.203
H 1.957 5.221 0.982
H 0.361 4.678 0.416
H 2.613 1.670 2.894
H 2.779 2.889 4.161
H 3.440 3.201 2.548
H -0.006 5.671 3.572
H 1.755 5.593 3.768
H 0.699 4.624 4.814
H -3.530 2.144 1.072
H -4.520 2.878 2.348
H -3.650 1.363 2.655
H -1.992 4.717 0.662
H -1.441 5.660 2.054
H -3.173 5.368 1.816
H -2.639 2.888 5.120
H -3.348 4.429 4.593
H -1.611 4.319 4.952
N 1.600 -2.289 -1.757
C 0.463 -2.882 -1.241
C -0.234 -3.769 -2.085
C -1.380 -4.368 -1.621
C -1.826 -4.083 -0.331
C -1.061 -3.216 0.425
N 0.061 -2.631 0.000
C 2.387 -1.237 -1.280
C 3.521 -0.924 -2.052
C 4.265 0.183 -1.722
C 3.892 0.945 -0.617
C 2.799 0.519 0.106
N 2.055 -0.553 -0.199
H 1.697 -2.394 -2.754
H 0.122 -3.950 -3.094
H -1.931 -5.050 -2.256
H -2.732 -4.520 0.067
H -1.361 -2.967 1.443
H 3.762 -1.523 -2.923
H 5.128 0.455 -2.318
H 4.436 1.834 -0.326
H 2.487 1.060 0.997
C 2.450 1.443 -5.925
N 1.687 1.505 -4.692
C 1.479 2.685 -4.036
C 0.844 2.734 -2.854
C 0.391 1.477 -2.271
O -0.087 1.456 -1.112
N 0.536 0.343 -2.978
C 1.195 0.297 -4.149
O 1.439 -0.745 -4.778
H 2.508 2.438 -6.362
H 1.963 0.762 -6.618
H 3.461 1.069 -5.747
H 1.865 3.570 -4.523
H 0.681 3.658 -2.318
C -2.571 -1.378 -1.942
C -3.852 -1.643 -2.778
N -5.006 -0.964 -2.169
C -4.779 0.487 -2.236
C -3.390 0.838 -1.635
N -2.843 -0.333 -0.948
C -3.831 -0.849 0.006
C -5.084 -1.360 -0.758
H -1.727 -1.068 -2.552
H -2.277 -2.277 -1.397
H -4.077 -2.712 -2.837
H -3.747 -1.270 -3.800
H -5.587 0.974 -1.685
H -4.852 0.797 -3.281
H -3.453 1.671 -0.935
H -2.677 1.118 -2.413
H -4.090 -0.044 0.697
H -3.365 -1.653 0.582
H -6.006 -0.948 -0.337
H -5.156 -2.449 -0.722
*
```

## Properties
- E_HOMO (eV) = -4.60

Mulliken atomic charge list, values in e, 4 entries:
1 Li 0.69
2 C -1.04
3 O 0.05
4 Si 0.09